1.
{
  "formula": "C5H12OSi",
  "method": "ωB97M-V/def2-TZVPD",
  "multiplicity": 1,
  "de_lowest_kcal_mol": 2.4,
  "homo_lumo_gap_ev": 9.47,
  "homo_energy_ev": -8.73,
  "largest_force_ev_per_a": 0.7,
  "smiles": "CC1(C)O[Si]1(C)C",
  "symbols": ["C", "C", "C", "C", "C", "O", "Si", "H", "H", "H", "H", "H", "H", "H", "H", "H", "H", "H", "H"],
  "coordinates": [[1.003, 0.000, 0.101], [1.806, 1.261, -0.095], [1.806, -1.261, -0.095], [-1.854, -1.588, -0.048], [-1.854, 1.588, -0.048], [0.276, 0.000, 1.401], [-0.851, 0.000, 0.195], [1.201, 2.139, 0.109], [2.169, 1.312, -1.120], [2.663, 1.271, 0.578], [1.203, -2.139, 0.117], [2.667, -1.267, 0.574], [2.163, -1.316, -1.121], [-2.712, -1.594, 0.618], [-2.225, -1.674, -1.063], [-1.262, -2.471, 0.172], [-2.712, 1.594, 0.618], [-1.262, 2.471, 0.171], [-2.226, 1.674, -1.063]],
  "lowdin_charge": [-0.563, -0.071, -0.071, -0.153, -0.153, -0.185, 0.592, 0.063, 0.081, 0.084, 0.064, 0.084, 0.081, 0.025, 0.026, 0.023, 0.025, 0.023, 0.026]
}

=====

2.
{
  "formula": "C5H12OSi2",
  "method": "ωB97M-V/def2-TZVPD",
  "multiplicity": 1,
  "de_lowest_kcal_mol": 74.9,
  "homo_lumo_gap_ev": [7.70, 7.70],
  "homo_energy_ev": [-7.65, -7.66],
  "largest_force_ev_per_a": 3.1,
  "symbols": ["C", "C", "C", "C", "C", "O", "Si", "Si", "H", "H", "H", "H", "H", "H", "H", "H", "H", "H", "H", "H"],
  "coordinates": [[3.189, 1.098, 1.441], [0.396, 2.381, -0.657], [2.529, 0.660, 0.386], [0.234, 1.123, -0.337], [1.106, 0.185, 0.413], [-2.663, -1.414, -0.407], [-2.408, -2.918, 0.149], [-2.383, -0.078, -1.272], [4.197, 1.473, 1.371], [2.751, 1.097, 2.427], [-0.350, 2.931, -1.205], [1.282, 2.952, -0.388], [2.983, 0.682, -0.596], [1.036, -0.813, -0.031], [0.751, 0.118, 1.445], [-3.723, -3.544, 0.082], [-1.444, -3.580, -0.731], [-1.901, -2.759, 1.508], [-3.456, 0.840, -0.942], [-2.127, -0.435, -2.656]],
  "lowdin_charge": [0.002, -0.079, -0.214, -0.189, -0.271, -0.596, 0.512, 0.682, 0.049, 0.056, 0.031, 0.054, 0.106, 0.100, 0.110, -0.067, -0.064, -0.063, -0.077, -0.080]
}